Entry 1:
Computed, not measured: a molecular structure, C26H27AlF24IO5 in a non-equilibrium geometry, with wB97M-V/def2-TZVPD.

Atoms and positions in Å:
1 H -1.111 -1.992 -1.675
2 F -1.163 -4.319 -4.567
3 C -3.468 -1.271 -7.091
4 O 5.767 0.528 -2.778
5 H -4.951 -3.357 -8.426
6 H 0.055 1.598 3.617
7 H -4.443 -1.498 -6.656
8 F 4.365 0.726 0.479
9 C 0.181 -1.166 6.741
10 H -1.187 0.271 5.170
11 F 0.489 -2.780 -0.802
12 C -4.820 -0.428 4.816
13 C 7.530 2.085 -3.393
14 H -3.004 0.337 3.853
15 H 1.088 0.809 7.226
16 C -1.138 -3.258 -5.405
17 F -2.427 -1.890 -3.993
18 C 4.716 0.720 -1.829
19 H -0.609 0.532 7.866
20 F 5.211 3.288 0.884
21 H -3.523 -0.215 -7.361
22 F 1.895 -0.641 -2.055
23 H 0.924 -1.633 7.434
24 C -6.082 -0.063 5.447
25 F 5.984 1.128 -4.881
26 H 0.963 2.553 4.899
27 F 0.263 -2.650 -2.955
28 H -5.870 3.499 5.136
29 H -4.495 -1.485 4.728
30 F 7.715 2.504 -2.124
31 C -3.971 0.650 4.305
32 F 2.846 -2.119 0.051
33 H -0.842 -1.624 6.845
34 H -6.711 -0.885 5.850
35 F -1.897 -2.091 -8.650
36 H -0.642 0.018 -0.065
37 H 3.613 -0.905 1.416
38 C 0.317 0.243 -0.534
39 F -3.532 -3.131 -5.369
40 F 0.340 -1.477 1.323
41 F -3.394 -4.269 -7.589
42 C 0.067 0.418 6.972
43 C -0.024 -2.018 -1.784
44 C 4.834 2.858 -0.345
45 F 1.420 -0.100 2.577
46 H 0.552 -1.290 5.683
47 Al -1.809 2.606 6.094
48 H 0.220 1.273 -0.884
49 F 2.758 -2.526 2.187
50 O -2.227 3.564 4.546
51 C 2.738 -1.532 1.268
52 F 5.187 2.577 -3.496
53 C -3.274 3.082 3.841
54 C -6.405 1.352 5.518
55 C -2.402 -2.411 -5.241
56 F -3.578 -3.965 -9.727
57 F 6.396 1.072 -0.208
58 H -7.364 1.626 6.021
59 C -0.547 1.046 5.668
60 C -3.226 -2.030 -8.411
61 C 0.564 -0.607 -1.795
62 H 3.845 1.198 -2.279
63 O -2.429 -1.321 -6.116
64 H 4.386 -0.293 -1.595
65 I -0.647 4.183 7.866
66 F -3.754 -1.262 -9.408
67 H -0.245 -2.668 -5.197
68 C -5.579 2.428 5.022
69 C 6.098 1.594 -3.616
70 C 5.102 1.359 -0.480
71 C 0.534 1.551 4.630
72 O -3.430 3.488 2.703
73 F -1.034 -3.751 -6.659
74 C -4.303 2.057 4.390
75 H 8.249 1.290 -3.596
76 H -3.058 1.988 6.856
77 H 1.344 0.780 4.567
78 C -3.863 -3.416 -8.519
79 F -0.007 0.062 -2.839
80 O 1.372 0.306 0.422
81 C 1.450 -0.714 1.381
82 H 3.770 3.080 -0.467
83 F 7.803 3.138 -4.201
84 F 5.534 3.586 -1.239

Values from the calculation:
net charge: -1
orbital gap: 6.7 eV
energy: -4320.20069 Eh
F_max: 2.770 eV/Å

Entry 2:
Computed, not measured: a molecular structure, C26H27BBeBrCl5F2Mg2N4O9S in a non-equilibrium geometry, with wB97M-V/def2-TZVPD.

Atoms and positions in Å:
1 C -0.396 0.265 5.885
2 C -1.092 3.357 -0.162
3 O 4.833 -0.429 -3.127
4 H -4.534 1.928 0.401
5 C 1.883 1.091 1.343
6 Cl -2.358 2.399 4.175
7 C 0.944 -0.940 -1.810
8 C 1.019 0.426 0.309
9 O 6.596 2.172 -4.608
10 N 3.058 -0.445 -0.834
11 H 0.565 -6.997 -0.933
12 H -0.273 -7.238 0.614
13 F -0.020 3.300 2.020
14 H -3.793 -1.970 4.081
15 C -1.100 2.796 1.281
16 H -2.025 3.173 1.764
17 Be 3.905 6.625 -2.809
18 N -1.321 -4.488 -0.542
19 C 7.686 4.183 -2.196
20 C 0.256 -6.515 -0.006
21 H -3.663 -2.787 -1.405
22 N -2.505 0.103 4.258
23 C -2.176 -2.507 -2.923
24 C -1.154 1.227 1.387
25 C -4.459 1.405 -0.612
26 O 6.005 0.303 -5.706
27 H 2.495 1.953 0.987
28 C -0.626 -5.378 -0.303
29 N 1.757 -1.582 -2.714
30 H -0.390 2.852 -0.854
31 C -4.167 -2.674 3.340
32 C 5.436 0.597 -3.388
33 C 1.701 -0.307 -0.750
34 S 3.274 -1.353 -2.168
35 H -2.661 -4.193 -1.795
36 H 2.528 -0.138 3.007
37 O 8.572 4.740 -1.632
38 H -4.600 -4.133 4.842
39 H 1.140 -6.166 0.527
40 H -2.202 0.896 1.518
41 C -0.398 0.466 0.285
42 O 5.649 1.564 -2.531
43 C -1.195 -1.491 -2.983
44 Mg -5.327 3.783 -0.298
45 H -3.055 -4.392 4.027
46 F -2.498 0.775 -4.943
47 Cl -0.734 -0.904 -4.524
48 H -0.740 4.416 -0.080
49 Cl -4.875 -5.258 2.804
50 C -1.164 -0.168 -0.778
51 O 7.680 2.906 -2.571
52 C -4.087 -4.079 3.882
53 H -0.654 0.964 2.342
54 Cl -3.168 -2.466 1.875
55 Br -0.467 -1.848 3.884
56 H 0.476 0.636 5.349
57 C 6.033 0.965 -4.719
58 C -2.605 -3.105 -1.617
59 H -0.677 0.984 6.658
60 H -2.129 3.418 -0.532
61 B 6.400 2.632 -3.232
62 H -3.155 -0.672 -1.587
63 H -4.958 0.418 -0.584
64 Mg 1.953 4.866 -2.933
65 O -3.096 1.298 -1.015
66 C 1.971 0.763 2.686
67 H -1.970 -2.818 -0.790
68 C -2.707 -0.076 -0.771
69 H -4.946 2.071 -1.404
70 O 6.031 5.964 -2.417
71 C -0.510 -0.854 -1.837
72 H 1.553 1.396 3.495
73 O 5.631 3.917 -3.200
74 C -1.519 0.085 4.940
75 H -0.153 -0.685 6.349
76 H -5.190 -2.397 3.093
77 H -3.052 -0.372 0.239
78 Cl -2.858 -3.057 -4.423
79 C 6.374 4.805 -2.604

Values from the calculation:
net charge: +2
orbital gap: 1.9 eV
energy: -7814.68445 Eh
F_max: 5.282 eV/Å

Entry 3:
Computed, not measured: a molecular structure, C26H27Cl2N3O5PPdSTe in a non-equilibrium geometry, with wB97M-V/def2-TZVPD.

Atoms and positions in Å:
1 C -3.002 0.905 0.078
2 H -1.305 -2.485 -0.343
3 P 0.306 0.441 3.395
4 C -4.296 5.406 -0.155
5 H -3.684 -2.406 0.297
6 C -3.746 -0.234 0.286
7 H -1.699 3.679 -2.418
8 H 1.614 -2.894 2.950
9 H 2.024 3.506 -1.102
10 Cl 3.661 3.982 -2.747
11 C 0.275 2.482 5.107
12 C -2.431 4.170 -1.788
13 C 3.084 -4.172 -0.156
14 O 1.182 -0.599 4.261
15 H 0.158 3.497 6.999
16 H 0.134 3.377 4.497
17 C 5.044 -2.772 -0.212
18 Pd 0.932 0.600 0.457
19 H -3.415 1.887 0.237
20 H -5.819 7.152 -1.584
21 C 2.838 -1.753 0.168
22 H 5.489 -1.789 -0.144
23 N -0.811 1.817 -0.517
24 H -0.144 1.754 7.089
25 H 2.012 -4.267 -0.046
26 C -3.484 4.879 -2.341
27 H 2.605 -2.784 4.406
28 Te 2.217 1.645 2.374
29 Cl 1.898 1.634 -2.494
30 C 2.754 2.912 -1.640
31 H -0.344 -2.000 4.161
32 S -0.958 3.175 0.313
33 H 1.348 2.279 5.167
34 H -5.396 6.516 -3.176
35 C -0.309 2.651 6.492
36 C 3.867 -5.287 -0.378
37 O 0.214 3.968 0.016
38 H -3.573 4.947 -3.420
39 O -0.759 -0.243 2.638
40 C 0.653 -1.895 4.590
41 H -1.383 2.832 6.432
42 C -1.658 0.730 -0.280
43 C -4.433 5.504 -1.536
44 H 0.574 -1.950 5.678
45 H 1.266 -3.944 4.342
46 H -3.142 4.604 1.484
47 C 5.247 -5.147 -0.517
48 N 6.732 -7.224 -0.937
49 H -6.499 5.625 -2.133
50 C -3.246 4.696 0.411
51 C -3.139 -1.486 0.136
52 H 3.471 2.452 -0.970
53 C -2.313 4.081 -0.409
54 C 5.832 -3.884 -0.433
55 C -5.597 6.241 -2.141
56 O -0.404 1.402 4.467
57 C 6.071 -6.301 -0.751
58 C -1.810 -1.533 -0.221
59 H -4.784 -0.164 0.588
60 H 6.904 -3.783 -0.543
61 C 1.591 -2.945 4.040
62 C 2.117 -0.801 0.386
63 N -1.062 -0.450 -0.460
64 C 3.655 -2.894 -0.069
65 O -1.318 2.981 1.700
66 H -5.022 5.889 0.489
67 H 3.416 -6.268 -0.445

Values from the calculation:
net charge: -1
orbital gap: 7.2 eV
energy: -3603.36978 Eh
F_max: 2.121 eV/Å

Entry 4:
Computed, not measured: 15 unconnected molecules or ions with the total composition C26H27Cl42NO3 in a non-equilibrium geometry, with wB97M-V/def2-TZVPD.

Atoms and positions in Å:
1 Cl -10.265 -2.284 -5.694
2 Cl 2.806 3.633 6.272
3 C 0.501 -13.714 -2.039
4 C 7.137 7.252 3.355
5 Cl 2.665 1.753 -1.825
6 Cl 4.041 -11.886 -0.303
7 C -2.277 -1.803 2.425
8 Cl -5.816 11.199 -6.430
9 H 2.859 -2.299 0.576
10 Cl 5.446 1.606 -0.972
11 Cl -5.886 -0.816 -2.227
12 H 1.574 -1.047 2.154
13 Cl -8.456 10.419 -7.380
14 O -1.041 0.704 -0.770
15 Cl -6.635 1.359 -4.014
16 H 3.008 -0.516 3.257
17 H 5.155 3.492 6.154
18 Cl 4.622 -13.875 1.744
19 C -12.011 -2.554 -5.570
20 Cl 1.453 -15.192 -1.825
21 Cl -5.735 6.426 -5.413
22 H -1.684 -5.522 1.106
23 Cl -12.625 -3.337 -7.036
24 H 2.794 0.276 0.054
25 H -12.198 -3.218 -4.722
26 C 3.476 -8.025 2.164
27 Cl 6.127 8.440 4.197
28 Cl 2.430 -6.624 1.879
29 Cl -10.260 1.488 -5.273
30 C -3.150 -0.272 0.409
31 Cl -12.859 -1.026 -5.280
32 Cl 4.603 11.979 7.344
33 C -0.809 0.380 1.849
34 H 0.428 2.154 0.990
35 Cl 4.424 1.528 5.076
36 Cl -4.738 4.561 -3.410
37 C 3.831 -1.638 0.740
38 C -9.936 3.179 -5.691
39 H 2.437 2.106 2.558
40 C -5.357 4.731 -5.062
41 C 3.420 -13.291 0.581
42 Cl 8.414 0.417 1.590
43 H 3.801 -8.005 3.207
44 Cl -2.267 -5.307 -1.167
45 O -0.558 -0.640 4.195
46 H -4.015 0.081 -0.296
47 Cl -1.045 -13.840 -1.184
48 Cl 7.322 10.991 7.685
49 Cl 6.274 6.576 1.964
50 H -4.549 -1.828 1.515
51 Cl -0.191 -6.979 0.008
52 Cl 4.913 -7.950 1.130
53 C 4.338 3.253 5.468
54 Cl 6.796 2.523 2.786
55 Cl 8.523 3.123 0.519
56 Cl -4.248 1.588 -2.360
57 C -1.119 -5.478 0.172
58 H 4.596 2.317 -3.052
59 H 9.146 2.382 2.668
60 O -2.254 -3.085 2.800
61 Cl 2.587 -9.532 1.885
62 C 3.325 -0.073 1.045
63 H -0.311 2.446 2.706
64 Cl 0.235 -13.389 -3.761
65 C 8.328 2.143 1.982
66 C 2.326 -0.169 2.341
67 H 1.498 1.260 3.963
68 H 4.364 -2.038 1.721
69 Cl 1.903 -12.887 1.403
70 C 6.120 11.575 6.522
71 H -10.891 3.677 -5.878
72 C 4.285 2.447 -2.013
73 C -1.594 0.299 0.376
74 Cl 4.264 4.180 -1.648
75 H -6.277 4.148 -5.147
76 Cl -9.129 4.008 -4.349
77 H 1.063 -12.878 -1.614
78 H -6.687 9.025 -6.687
79 C -3.487 -1.329 1.420
80 C -5.285 0.480 -3.275
81 Cl 4.533 4.234 4.005
82 N 0.769 -3.018 4.791
83 H 4.317 0.556 1.255
84 C 0.238 1.624 2.043
85 Cl 7.636 5.964 4.464
86 Cl -8.957 3.279 -7.164
87 C -6.752 9.949 -7.267
88 H -4.689 0.030 -4.073
89 Cl -6.082 9.645 -8.879
90 H 3.220 -14.089 -0.138
91 C 1.642 1.249 2.800
92 C -1.165 -0.656 2.856
93 Cl 6.741 12.980 5.638
94 Cl -0.032 -4.080 0.242
95 H 5.920 10.777 5.803
96 H 4.566 -1.698 -0.179
97 Cl -4.186 4.099 -6.233
98 H 8.034 7.760 2.991
99 C 0.230 -1.865 4.456

Values from the calculation:
orbital gap: 8.2 eV
energy: -20614.97886 Eh
F_max: 12.205 eV/Å

Entry 5:
Computed, not measured: a molecular structure, C26H27ClIN5OPdSTe, with wB97M-V/def2-TZVPD.

Atoms and positions in Å:
1 H 4.617 3.378 2.271
2 N 2.491 -0.348 0.684
3 C -1.964 3.004 0.415
4 N 2.648 0.748 1.625
5 Pd -0.499 -0.335 0.273
6 C 3.849 1.545 1.399
7 H 5.204 -0.132 1.173
8 C 0.405 -3.776 3.894
9 C -1.166 3.394 -0.666
10 C -1.850 -4.496 3.515
11 C -0.932 -0.651 -4.217
12 C -2.490 -0.062 -2.462
13 Cl -3.278 -5.342 4.096
14 H -0.798 -4.823 5.328
15 C -3.654 4.562 -0.386
16 H 2.870 3.394 1.963
17 H 4.197 1.133 -0.705
18 C 1.022 -0.369 -2.738
19 C -3.221 3.606 0.525
20 N -0.593 -2.693 0.546
21 S 0.790 -0.822 -4.446
22 N 2.265 -0.274 -2.227
23 H 2.370 -0.356 -1.190
24 H 2.764 -1.183 1.196
25 Te -1.302 1.555 1.829
26 C -3.519 -0.244 -3.368
27 H 1.813 1.327 1.535
28 O 1.648 -2.764 2.166
29 C -2.842 4.945 -1.446
30 C -1.578 -2.891 -0.310
31 C -2.756 -3.571 0.026
32 H -1.452 -2.470 -1.301
33 C -0.758 -4.396 4.334
34 C 3.706 2.774 2.294
35 I 2.082 -3.752 5.144
36 C 4.042 1.995 -0.056
37 H -0.948 4.620 -2.409
38 H -2.650 0.231 -1.428
39 H -1.764 -1.129 -6.146
40 H -3.548 -3.670 -0.707
41 H -3.870 3.310 1.341
42 C -1.965 -0.835 -5.124
43 C -1.179 -0.275 -2.887
44 H -0.201 2.916 -0.796
45 C 5.060 0.721 1.840
46 H -4.638 5.006 -0.270
47 H 3.158 2.530 -0.412
48 H 5.972 1.325 1.823
49 H 3.508 2.463 3.321
50 C -2.892 -4.072 1.290
51 H 4.911 2.655 -0.143
52 C -0.663 -3.261 1.775
53 C -1.592 4.347 -1.579
54 N -0.066 -0.133 -2.084
55 H -4.089 -0.770 -5.375
56 C -3.265 -0.630 -4.686
57 H 3.008 -0.670 -2.775
58 H 1.455 -0.481 0.669
59 C 0.573 -3.210 2.600
60 H -3.178 5.688 -2.160
61 H 4.895 0.339 2.848
62 H -3.794 -4.585 1.594
63 H -4.541 -0.084 -3.046
64 C -1.827 -3.952 2.208

Values from the calculation:
net charge: -2
orbital gap: 4.4 eV
energy: -2908.01822 Eh
F_max: 0.375 eV/Å

Entry 6:
Computed, not measured: a molecular structure, C26H27IN5O3PdS in a non-equilibrium geometry, with wB97M-V/def2-TZVPD.

Atoms and positions in Å:
1 H -5.978 -2.710 3.424
2 O -2.266 -0.624 -0.388
3 I -8.655 -2.641 1.867
4 H -7.104 -1.341 -0.476
5 H 2.770 4.782 -0.261
6 H -1.713 1.891 1.669
7 C 1.201 -2.973 0.949
8 H 5.403 0.302 -0.733
9 O -0.958 -6.150 -2.166
10 C -3.243 -5.050 -4.065
11 H -1.335 -5.910 -4.537
12 C -5.708 -2.245 2.485
13 H -0.031 -2.907 -4.622
14 H 2.621 -4.580 0.996
15 H -1.360 -2.603 -0.995
16 N -1.007 -4.231 -3.359
17 H -2.858 3.300 -0.002
18 H -1.207 -0.850 -3.871
19 C -1.762 -4.915 -4.401
20 H 5.343 3.852 -0.327
21 N 0.115 -2.428 0.401
22 C -1.639 -1.831 -3.673
23 H -3.685 -4.077 -3.849
24 H -3.362 -5.686 -3.190
25 C 3.057 1.555 0.137
26 C 1.144 -4.831 -0.551
27 C -1.036 3.776 -1.066
28 O -1.966 -0.500 1.832
29 N 4.358 1.959 -0.012
30 S 2.587 -0.031 0.349
31 H -4.744 -0.643 -0.895
32 C -0.532 -2.880 -3.648
33 H 0.975 4.043 -1.789
34 H 1.653 -2.408 1.756
35 C -5.031 -1.079 0.054
36 Pd 0.093 -0.017 0.493
37 H -1.505 4.386 -1.826
38 C -1.787 3.159 -0.057
39 C -4.408 -1.822 2.246
40 H -3.780 -5.501 -4.902
41 C -4.061 -1.235 1.034
42 C 0.334 3.585 -1.045
43 N 2.308 2.698 0.024
44 H -3.641 -1.928 3.002
45 H 6.396 1.616 -0.040
46 C 5.472 1.048 0.060
47 C -0.469 -3.077 -0.598
48 H -2.155 -1.777 -2.715
49 C -0.679 -4.960 -2.256
50 N 0.186 2.113 0.879
51 C -2.634 -0.743 0.803
52 H 1.525 -5.772 -0.926
53 C 0.022 -4.259 -1.135
54 C -6.344 -1.475 0.281
55 C 4.415 3.325 -0.204
56 H -1.627 -4.352 -5.326
57 C 0.889 2.789 -0.055
58 C -1.157 2.371 0.874
59 C 3.150 3.780 -0.187
60 C 1.741 -4.175 0.515
61 H 5.456 0.516 1.012
62 H 0.218 -2.605 -2.911
63 C -6.661 -2.053 1.498
64 H -2.371 -2.050 -4.454

Values from the calculation:
net charge: -1
orbital gap: 4.3 eV
energy: -2330.30833 Eh
F_max: 1.158 eV/Å